Entry from OMol25: C15H17N3OS4Tl as an isolated structure at a distorted geometry (ωB97M-V/def2-TZVPD).

Element x y z (Å)
Tl  -0.539  -1.921  1.626
S  -4.269  -3.789  4.127
C  -3.350  -3.017  2.949
S  -2.757  -3.880  1.586
S  -3.003  -1.335  3.084
O  -0.757  -3.430  -0.790
C  -0.097  -3.591  -2.042
C  1.431  -3.701  -1.966
C  2.146  -2.525  -1.277
C  1.738  -1.194  -1.858
C  2.593  -0.492  -2.704
C  2.158  0.685  -3.291
C  0.846  1.080  -3.093
C  0.067  0.330  -2.228
N  0.513  -0.743  -1.585
H  -0.862  -4.283  -0.353
H  -0.368  -2.734  -2.659
H  -0.483  -4.493  -2.533
H  1.821  -3.789  -2.986
H  1.672  -4.625  -1.433
H  3.224  -2.648  -1.397
H  1.909  -2.555  -0.211
H  3.591  -0.863  -2.899
H  2.823  1.270  -3.914
H  0.442  1.950  -3.594
H  -0.971  0.578  -2.051
N  -0.881  5.835  1.762
C  -0.132  4.927  2.442
S  1.140  5.478  3.357
C  -0.448  3.510  2.259
C  -1.521  3.066  1.475
C  -1.722  1.713  1.292
N  -0.912  0.775  1.770
C  0.082  1.188  2.556
C  0.334  2.512  2.849
H  -0.701  6.796  2.001
H  -1.832  5.605  1.522
H  -2.195  3.762  0.994
H  -2.579  1.354  0.733
H  0.706  0.405  2.976
H  1.144  2.789  3.506

Properties
Total charge ... -1
HOMO level ... -2.66 eV
HOMO-LUMO gap ... 3.7 eV
Lowest unoccupied orbital energy ... 1.08 eV

Entry from OMol25: a 2-piece molecular cluster, C15H18 overall at a distorted geometry (ωB97M-V/def2-TZVPD).

Element x y z (Å)
C  1.853  2.124  1.241
C  1.790  0.642  0.864
C  1.539  0.503  -0.625
C  2.498  -0.157  -1.381
C  2.396  -0.187  -2.776
C  1.381  0.445  -3.436
C  0.455  1.192  -2.703
C  0.482  1.085  -1.339
H  0.953  2.649  0.907
H  2.680  2.634  0.748
H  1.888  2.268  2.317
H  2.784  0.301  1.112
H  1.064  0.068  1.441
H  3.392  -0.556  -0.922
H  3.164  -0.745  -3.308
H  1.244  0.430  -4.504
H  -0.177  1.830  -3.303
H  -0.337  1.367  -0.672
C  -1.656  0.774  2.310
C  -1.931  -0.516  1.577
C  -2.394  -0.407  0.263
C  -2.578  -1.495  -0.576
C  -2.124  -2.734  -0.130
C  -1.687  -2.868  1.172
C  -1.590  -1.778  2.047
H  -1.749  1.620  1.651
H  -0.629  0.823  2.644
H  -2.251  0.968  3.185
H  -2.824  0.538  -0.053
H  -2.911  -1.384  -1.601
H  -2.122  -3.621  -0.748
H  -1.404  -3.838  1.553
H  -1.200  -1.977  3.040

Properties
Total charge ... 0
SMILES string ... CCc1ccccc1.Cc1ccccc1
HOMO level ... -8.91 eV
HOMO-LUMO gap ... 9.9 eV
Lowest unoccupied orbital energy ... 0.95 eV

Entry from OMol25: a 2-piece molecular cluster, C15H18 overall at a distorted geometry (ωB97M-V/def2-TZVPD).

Element x y z (Å)
C  0.334  -4.413  2.158
C  -0.130  -4.157  0.698
C  -0.786  -2.806  0.450
C  -0.286  -2.050  -0.603
C  -0.924  -0.853  -0.955
C  -1.894  -0.381  -0.097
C  -2.572  -1.285  0.725
C  -2.001  -2.500  1.068
H  1.325  -4.845  1.985
H  -0.235  -5.214  2.620
H  0.437  -3.514  2.747
H  0.678  -4.254  -0.026
H  -0.782  -4.964  0.354
H  0.623  -2.350  -1.105
H  -0.423  -0.225  -1.683
H  -2.551  0.433  -0.347
H  -3.596  -1.069  1.006
H  -2.471  -3.196  1.713
C  1.394  1.634  1.502
C  1.217  2.493  0.272
C  2.335  3.019  -0.370
C  2.200  3.420  -1.696
C  0.976  3.484  -2.337
C  -0.166  3.207  -1.578
C  -0.040  2.636  -0.323
H  1.330  0.592  1.190
H  0.698  1.901  2.296
H  2.387  1.766  1.919
H  3.314  3.185  0.058
H  3.046  3.773  -2.277
H  0.760  3.719  -3.369
H  -1.152  3.542  -1.878
H  -0.835  2.256  0.306

Properties
Total charge ... 0
SMILES string ... CCc1ccccc1.Cc1ccccc1
HOMO level ... -8.88 eV
HOMO-LUMO gap ... 9.8 eV
Lowest unoccupied orbital energy ... 0.89 eV

Entry from OMol25: a 2-piece molecular cluster, C15H18 overall at a distorted geometry (ωB97M-V/def2-TZVPD).

Element x y z (Å)
C  1.382  0.218  -2.198
C  2.910  0.683  -2.173
C  0.393  1.332  -1.789
C  0.335  2.636  -2.478
C  -0.430  0.998  -0.763
C  -0.874  3.342  -2.302
C  -1.554  1.850  -0.470
C  -1.806  2.907  -1.301
H  1.182  0.086  -3.340
H  1.375  -0.675  -1.698
H  3.520  -0.018  -1.547
H  0.939  3.072  -3.290
H  -0.217  0.162  -0.091
H  -1.078  4.135  -2.873
H  -2.260  1.735  0.330
H  -2.772  3.355  -1.020
H  3.167  1.459  -1.658
H  3.418  0.672  -3.159
C  -2.520  -1.868  3.091
C  1.065  -1.008  2.369
C  -0.057  -1.299  3.146
C  1.168  -1.464  1.008
C  -1.080  -2.007  2.576
C  0.331  -2.517  0.630
C  -0.823  -2.775  1.398
H  1.983  -0.503  2.768
H  -0.033  -1.011  4.168
H  2.020  -1.277  0.452
H  0.458  -3.147  -0.148
H  -3.080  -1.628  2.224
H  -2.590  -0.912  3.597
H  -1.416  -3.772  1.017
H  -3.056  -2.762  3.527

Properties
Spin multiplicity ... 2
Total charge ... +1
<S²> ... 0.770
HOMO level (spin up / spin down) ... -11.41 / -11.41 eV
HOMO-LUMO gap (spin up / spin down) ... 6.8 / 3.2 eV
Lowest unoccupied orbital energy (spin up / spin down) ... -4.63 / -8.20 eV

Entry from OMol25: C15H18BBr2Cl3N7ORe as an isolated structure at a distorted geometry (ωB97M-V/def2-TZVPD).

Element x y z (Å)
Re  0.443  0.209  0.043
C  0.667  -3.757  -1.484
C  0.775  -2.846  -0.451
N  0.409  -1.628  -0.883
N  0.057  -1.750  -2.187
C  0.202  -3.012  -2.571
B  -0.361  -0.509  -2.999
N  -1.513  0.160  -2.219
C  -2.741  0.468  -2.621
C  -3.421  1.068  -1.557
C  -2.508  1.089  -0.518
N  -1.355  0.536  -0.929
N  0.833  0.457  -2.912
C  1.578  0.991  -3.873
C  2.575  1.773  -3.277
C  2.354  1.656  -1.916
N  1.298  0.854  -1.704
H  0.894  -4.803  -1.474
H  1.081  -3.019  0.562
H  -0.030  -3.337  -3.566
H  -0.646  -0.761  -4.105
H  -3.086  0.239  -3.613
H  -4.427  1.438  -1.553
H  -2.635  1.477  0.475
H  1.396  0.808  -4.915
H  3.332  2.338  -3.782
H  2.890  2.102  -1.101
Br  2.926  -0.320  1.139
C  3.294  -0.350  3.054
Br  1.762  0.270  4.028
H  4.136  0.322  3.223
H  3.528  -1.379  3.329
C  -1.883  -0.682  3.753
C  -1.452  -1.039  2.386
C  -2.169  -2.122  1.673
O  -0.519  -0.425  1.854
H  -2.272  -1.529  4.309
H  -2.701  0.040  3.673
H  -1.080  -0.195  4.300
H  -3.237  -1.913  1.637
H  -2.080  -3.047  2.243
H  -1.787  -2.272  0.664
Cl  -0.033  3.845  4.021
C  0.968  4.039  2.543
Cl  2.714  3.925  2.942
Cl  0.615  5.595  1.717
C  0.689  2.949  1.666
N  0.517  2.045  0.974

Properties
Spin multiplicity ... 2
Total charge ... +3
<S²> ... 0.764
HOMO level (spin up / spin down) ... -18.45 / -18.48 eV
HOMO-LUMO gap (spin up / spin down) ... 5.6 / 6.1 eV
Lowest unoccupied orbital energy (spin up / spin down) ... -12.88 / -12.42 eV

Entry from OMol25: a single C15H18Cl2N2O2 molecule (ωB97M-V/def2-TZVPD).

Element x y z (Å)
O  2.786  2.421  0.342
C  1.709  2.209  -0.163
C  0.487  3.112  0.083
N  -0.532  2.417  0.847
C  -1.387  1.536  0.282
O  -1.368  1.321  -0.919
C  -2.363  0.890  1.252
C  -1.643  0.124  2.386
C  -1.591  -1.384  2.120
C  -1.368  -1.638  0.635
C  -2.609  -1.217  -0.156
C  -3.329  -0.034  0.505
N  1.391  1.170  -0.977
C  2.168  0.072  -1.328
C  1.534  -0.959  -2.024
C  2.257  -2.081  -2.384
Cl  1.466  -3.356  -3.234
C  3.602  -2.205  -2.075
C  4.213  -1.168  -1.387
Cl  5.885  -1.298  -0.994
C  3.519  -0.031  -1.008
H  0.057  3.406  -0.880
H  0.806  3.998  0.632
H  -0.535  2.548  1.845
H  -2.938  1.713  1.694
H  -0.620  0.491  2.494
H  -2.158  0.306  3.332
H  -0.787  -1.825  2.711
H  -2.525  -1.856  2.428
H  -0.496  -1.067  0.308
H  -1.152  -2.692  0.456
H  -3.306  -2.055  -0.223
H  -2.318  -0.947  -1.169
H  -4.068  -0.397  1.222
H  -3.858  0.540  -0.256
H  0.418  1.137  -1.296
H  0.488  -0.881  -2.274
H  4.158  -3.083  -2.360
H  4.010  0.762  -0.469

Properties
Total charge ... 0
SMILES string ... O=C(CNC(=O)C1CCCCC1)Nc1cc(Cl)cc(Cl)c1
HOMO level ... -8.79 eV
HOMO-LUMO gap ... 9.3 eV
Lowest unoccupied orbital energy ... 0.55 eV

Relative energy (zero: lowest compared OMol25 entry of this formula, charge and spin), record by record: 0.520; 0.421; 1.082; 3.116; 0.393; 0.000 eV